Entry 1:
{"formula": "C9H14N2O2", "method": "the ωB97M-V functional and the def2-TZVPD basis", "species": ["H", "O", "H", "C", "H", "C", "N", "C", "C", "C", "C", "H", "H", "O", "C", "H", "H", "H", "H", "H", "N", "H", "H", "H", "C", "C", "H"], "coordinates": [[-0.155, 1.941, -1.998], [3.415, -0.672, 0.937], [-2.827, 3.719, -0.398], [-1.353, 2.197, 0.729], [2.997, -2.099, -0.898], [0.908, -2.348, -0.882], [1.068, -0.554, 1.127], [-0.639, 1.095, -0.017], [-2.543, 2.566, -0.317], [-0.259, -1.030, 0.804], [2.280, -0.938, 0.585], [-1.204, -2.422, -0.789], [-0.929, 0.070, 0.228], [-1.149, -0.594, 1.459], [-0.813, 1.229, -1.549], [0.500, 1.155, 0.139], [-2.143, 2.658, -2.590], [-0.694, 0.212, -2.031], [-0.632, 2.965, 0.797], [-3.091, 1.276, -1.802], [2.101, -1.780, -0.507], [1.121, -0.029, 2.013], [-1.679, 1.820, 1.708], [1.014, -3.071, -1.715], [-2.150, 1.895, -1.695], [-0.285, -1.950, -0.356], [-3.454, 1.987, 0.017]], "relative_energy_ev": 4.2499, "orbital_gap_ev": 9.38}

---

Entry 2:
{"formula": "C5H4ClNO", "method": "the ωB97M-V functional and the def2-TZVPD basis", "species": ["H", "C", "H", "O", "Cl", "C", "H", "N", "C", "H", "C", "C"], "coordinates": [[-1.485, -0.659, 1.840], [1.063, 0.360, 0.028], [2.707, 1.474, -0.777], [3.197, 0.688, 1.127], [-2.580, -0.763, -0.924], [-1.040, -0.149, -0.384], [3.842, 1.270, 0.634], [0.447, -0.047, 1.296], [-0.788, -0.388, 1.008], [0.321, 0.434, -2.129], [2.326, 0.825, 0.063], [0.066, 0.232, -1.039]], "relative_energy_ev": 2.1560, "orbital_gap_ev": 8.63, "smiles": "O/C=C1/C=C(Cl)C=N1"}

---

Entry 3:
{"formula": "C5H10N3O2", "method": "the ωB97M-V functional and the def2-TZVPD basis", "species": ["O", "N", "H", "N", "C", "H", "H", "O", "H", "C", "C", "H", "H", "H", "H", "C", "H", "H", "C", "N"], "coordinates": [[0.725, -2.868, 1.016], [-0.698, -1.265, -1.865], [-1.373, -0.268, -3.365], [0.778, 1.834, 1.388], [0.591, -2.267, -0.166], [-0.240, -1.856, -2.558], [-1.233, -1.443, 0.122], [-1.813, 0.673, -1.600], [2.620, 1.440, 1.068], [-0.491, -1.597, -0.519], [-1.303, -0.210, -2.312], [0.059, -2.917, 1.663], [1.292, -2.452, -0.904], [-2.087, 2.369, 0.464], [2.279, 1.649, 2.648], [-0.338, 1.737, 1.054], [-1.871, 0.874, -0.168], [2.524, 2.986, 1.590], [2.117, 2.014, 1.729], [-1.538, 1.566, 0.715]], "relative_energy_ev": 2.7203, "charge": 1, "orbital_gap_ev": 9.84}

---

Entry 4:
{"formula": "C28H89N7O13", "method": "the ωB97M-V functional and the def2-TZVPD basis", "species": ["C", "C", "H", "H", "H", "C", "C", "H", "H", "H", "H", "H", "O", "H", "H", "H", "C", "C", "H", "C", "H", "H", "C", "H", "H", "H", "H", "H", "H", "H", "H", "H", "O", "H", "H", "H", "H", "C", "N", "C", "C", "H", "H", "O", "C", "H", "H", "H", "N", "H", "H", "H", "H", "H", "H", "H", "C", "C", "O", "H", "H", "C", "H", "O", "H", "C", "H", "C", "H", "H", "O", "H", "H", "O", "H", "H", "H", "O", "H", "H", "H", "C", "H", "H", "H", "C", "C", "N", "O", "H", "H", "C", "H", "H", "O", "H", "H", "H", "H", "H", "C", "O", "N", "H", "H", "H", "H", "H", "H", "H", "H", "H", "O", "H", "C", "H", "H", "N", "H", "N", "C", "H", "H", "H", "O", "H", "H", "H", "C", "N", "H", "H", "C", "H", "H", "C", "C"], "coordinates": [[-5.708, 21.493, -10.576], [-10.179, 20.292, -3.830], [-4.624, 23.855, -4.405], [-11.866, 16.291, -1.428], [-8.447, 23.336, 5.911], [-16.047, 21.720, 4.313], [-4.592, 23.445, -1.616], [-8.888, 21.467, 2.707], [-6.411, 18.210, -9.222], [-7.705, 20.359, 3.441], [-8.874, 12.396, -9.949], [-9.126, 30.586, -6.687], [-9.655, 19.104, -3.250], [-7.782, 18.942, -4.088], [-8.539, 20.625, 5.629], [-11.022, 12.799, -8.586], [-9.393, 10.510, -8.905], [-8.305, 18.954, -3.132], [-7.735, 11.289, -7.587], [-5.323, 20.085, -9.984], [-8.150, 18.023, -2.588], [-10.108, 30.185, -9.738], [-6.932, 20.637, -12.571], [-12.147, 19.433, -2.337], [-10.070, 16.047, -7.515], [-8.097, 13.882, -1.566], [-16.351, 22.116, 5.282], [-9.454, 25.298, -6.584], [-10.524, 20.110, -4.848], [-11.333, 22.052, -3.444], [-8.956, 23.389, 4.347], [-10.322, 31.274, -7.899], [-8.027, 13.338, -2.350], [-10.607, 22.080, 5.794], [-11.576, 15.156, -8.116], [-4.854, 21.901, -11.118], [-14.536, 19.798, -7.998], [-10.623, 15.111, -7.590], [-7.748, 12.055, -8.245], [-9.004, 11.962, -8.958], [-8.926, 21.349, 4.912], [-7.845, 19.728, -2.517], [-15.696, 24.442, 5.024], [-9.178, 26.691, -8.120], [-6.489, 19.297, -9.251], [-1.682, 24.691, -3.772], [-14.452, 23.291, 5.515], [-9.439, 21.061, -4.052], [-4.313, 20.433, -9.049], [-7.853, 12.881, -7.673], [-15.270, 21.329, 0.531], [-10.145, 20.572, -1.147], [-13.152, 26.233, 3.045], [-6.678, 19.681, -8.249], [-14.802, 20.710, -6.819], [-13.461, 23.040, 2.881], [-10.007, 30.416, -7.306], [-10.010, 12.866, -8.187], [-11.796, 16.522, -2.355], [-14.088, 17.129, -5.966], [-5.103, 24.408, -1.599], [-8.330, 22.769, 4.988], [-4.859, 19.454, -10.741], [-6.864, 21.525, -11.467], [-15.444, 20.825, 4.460], [-10.519, 21.514, -1.548], [-2.744, 26.452, -5.470], [-9.588, 29.198, -8.090], [-8.749, 9.985, -9.610], [-7.425, 19.371, -9.805], [-13.844, 24.779, 4.338], [-10.750, 14.771, -6.562], [-14.831, 26.270, 3.406], [-14.472, 16.451, -5.408], [-13.463, 22.005, 3.830], [-9.380, 9.983, -7.951], [-3.255, 25.225, -6.414], [-3.570, 23.342, -2.668], [-7.227, 19.619, -12.315], [-11.173, 21.962, -0.800], [-16.950, 21.333, 3.839], [-6.519, 24.004, 4.129], [-14.183, 25.111, 2.185], [-12.802, 20.168, -3.570], [-10.754, 20.545, 5.277], [-9.658, 27.823, -7.307], [-2.447, 24.444, -4.509], [-2.016, 23.205, -5.192], [-14.314, 19.928, -7.076], [-4.238, 25.189, -3.460], [-15.906, 23.208, 2.808], [-3.810, 24.244, -3.793], [-10.010, 28.549, -9.935], [-11.103, 17.182, -2.386], [-15.758, 21.081, -0.254], [-1.526, 25.510, -6.315], [-9.098, 27.674, -6.383], [-5.356, 22.673, -1.528], [-10.426, 10.360, -9.217], [-5.431, 23.976, 4.071], [-15.220, 22.785, 3.542], [-9.657, 14.274, -8.262], [-12.380, 20.357, -2.673], [-5.951, 20.529, -13.034], [-10.094, 12.579, -7.139], [-13.839, 16.338, -4.699], [-6.784, 24.822, 4.798], [-10.716, 25.366, -8.035], [-10.963, 30.270, -6.803], [-16.255, 21.961, -3.696], [-17.582, 22.054, -4.419], [-9.569, 22.042, -1.635], [-6.954, 22.700, 4.514], [-5.958, 22.199, -9.784], [-11.132, 21.123, -2.910], [-9.431, 19.907, 3.177], [-10.709, 27.603, -7.123], [-10.388, 29.290, -9.363], [-3.996, 23.403, -0.705], [-10.335, 21.439, 5.062], [-14.854, 23.849, 4.669], [-8.818, 12.799, -2.340], [-9.186, 24.687, -8.118], [-7.501, 20.975, -13.436], [-16.655, 22.275, -4.507], [-3.538, 20.747, -9.617], [-1.976, 22.475, -4.495], [-8.532, 29.092, -8.337], [-2.438, 25.437, -5.724], [-14.051, 22.237, 3.042], [-3.980, 19.517, -8.783], [-15.084, 20.916, -0.914], [-9.716, 25.500, -7.623], [-6.892, 24.360, 3.168], [-2.808, 22.951, -5.765], [-8.741, 20.699, 3.466], [-14.022, 25.585, 3.152]], "relative_energy_ev": 5.0564, "orbital_gap_ev": 9.21}

---

Entry 5:
{"formula": "C2H8NO", "method": "the ωB97M-V functional and the def2-TZVPD basis", "species": ["H", "C", "H", "C", "H", "H", "N", "H", "H", "O", "H", "H"], "coordinates": [[1.136, 0.040, -1.063], [-0.587, -0.117, 0.211], [-0.144, -0.465, 2.167], [-0.507, 0.431, 1.643], [0.755, 0.123, -3.146], [-1.430, 0.579, 2.189], [0.703, -0.524, -0.310], [-1.149, -1.047, 0.343], [0.324, 1.124, 1.796], [1.290, 0.809, -2.735], [0.689, -1.490, -0.573], [-1.082, 0.538, -0.522]], "relative_energy_ev": 0.6379, "charge": -1, "orbital_gap_ev": 6.73}